A structure of composition C3H5FS2 at a distorted geometry. Source: the Open Molecules 2025 dataset; level of theory: ωB97M-V with the def2-TZVPD basis set.

CARTESIAN COORDINATES (ANGSTROEM)
C -0.94820 0.79427 -0.07831
C -0.43402 -0.65745 -0.75299
C 0.64841 -0.81362 0.30378
H -2.07504 0.88843 -0.32808
H -0.91058 0.92104 1.29902
H -0.15954 1.61881 -0.52178
H -0.04523 -0.30231 -1.65188
H 2.43202 0.83099 1.26618
F -1.32631 -1.79864 -0.59376
S 1.74164 0.55067 -0.19367
S 1.07685 -2.03219 1.25150

Atomic forces in eV per Å
-1.572 0.839 1.447
-1.669 0.163 6.747
1.816 -0.059 -2.504
1.894 0.262 0.219
0.127 -0.795 -4.545
-3.016 -1.962 1.177
0.043 -0.754 -2.292
-1.505 -0.851 -3.481
1.403 2.754 -1.402
3.094 0.175 4.228
-0.614 0.229 0.407

**Net charge**: 0
**Relative energy (zero: lowest compared OMol25 entry of this formula, charge and spin)**: 381.7 kJ/mol
**Multiplicity**: 1
**Orbital gap**: 0.307 Eh
**Highest occupied orbital energy**: -8.82 eV